1.
This record from OMol25 describes F2NO3S as an isolated structure in a non-equilibrium geometry. The level of theory is ωB97M-V/def2-TZVPD.

Each line ends with the Löwdin charge.
Positions of all 7 atoms, in Å:
N -0.90 0.27 -0.62  -0.03
O 0.51 -0.14 1.46  -0.33
O 1.44 1.11 -0.41  -0.37
O 1.33 -1.35 -0.46  -0.34
F -1.46 1.24 0.15  -0.07
F -1.71 -1.06 -0.03  -0.24
S 0.80 -0.11 0.09  0.39

Computed properties:
Spin multiplicity: 1
Net charge: -1
Orbital gap, eV: 10.02
Molecular weight, g/mol: 132.1
Energy, eV: -23900.64818
Max |F|, eV/Å: 3.4

=====

2.
This record from OMol25 describes F2NO3S as an isolated structure in a non-equilibrium geometry. The level of theory is ωB97M-V/def2-TZVPD.

Each line ends with the Löwdin charge.
Positions of all 7 atoms, in Å:
N 0.62 -1.24 0.03  -0.12
O 1.01 1.52 -0.03  -0.39
O -0.17 -2.13 -0.04  -0.05
O -1.35 1.00 0.35  -0.38
F 0.41 -0.40 1.58  -0.38
F -0.49 1.26 -1.81  -0.37
S -0.10 0.61 -0.25  0.68

Computed properties:
Spin multiplicity: 1
Net charge: -1
Orbital gap, eV: 9.20
Molecular weight, g/mol: 132.1
Energy, eV: -23900.75454
Max |F|, eV/Å: 5.2

=====

3.
This record from OMol25 describes one molecule with the formula F2NOP in a non-equilibrium geometry. The level of theory is ωB97M-V/def2-TZVPD.

Each line ends with the Löwdin charge.
Positions of all 5 atoms, in Å:
O -0.61 -1.14 -1.40  -0.04
N -0.12 -0.12 -0.98  -0.22
P -0.41 0.54 0.69  0.92
F 0.79 1.54 0.29  -0.31
F 0.35 -0.83 1.40  -0.35

Computed properties:
Spin multiplicity: 1
SMILES string: O=NP(F)F
Net charge: 0
Orbital gap (spin up / spin down), eV: 8.15 / 8.06
Molecular weight, g/mol: 99.0
Energy, eV: -18259.86017
Max |F|, eV/Å: 3.0

=====

4.
This record from OMol25 describes a 2-piece molecular cluster, F3H3SSi2 overall in a non-equilibrium geometry. The level of theory is ωB97M-V/def2-TZVPD.

Each line ends with the Löwdin charge.
Positions of all 9 atoms, in Å:
F 1.49 1.41 0.47  -0.11
F 1.71 -0.07 -1.52  -0.11
F 2.60 -0.79 0.68  -0.12
Si -0.63 -1.19 0.42  0.67
Si 1.33 -0.10 0.02  0.02
S -2.29 2.03 0.03  0.24
H -1.29 -1.92 -0.65  -0.13
H -0.97 -1.61 1.78  -0.13
H -1.94 2.23 -1.23  -0.32

Computed properties:
Spin multiplicity: 1
Net charge: 0
Orbital gap (spin up / spin down), eV: 7.80 / 6.27
Molecular weight, g/mol: 148.3
Energy, eV: -34794.02221
Max |F|, eV/Å: 1.8

=====

5.
This record from OMol25 describes F3KLi3 as an isolated structure in a non-equilibrium geometry. The level of theory is ωB97M-V/def2-TZVPD.

Each line ends with the Löwdin charge.
Positions of all 7 atoms, in Å:
Li 1.94 1.48 0.36  0.85
Li -0.72 -2.40 -1.16  0.83
Li -1.02 -0.09 1.84  0.85
K -1.01 1.81 -3.88  0.96
F -0.07 0.09 -0.72  -0.82
F 0.53 2.33 2.34  -0.83
F 0.36 -3.22 1.22  -0.84

Computed properties:
Spin multiplicity: 1
Net charge: +1
Orbital gap, eV: 6.02
Molecular weight, g/mol: 116.9
Energy, eV: -25087.22930
Max |F|, eV/Å: 2.0

=====

6.
This record from OMol25 describes a 3-piece molecular cluster, F3NO overall in a non-equilibrium geometry. The level of theory is ωB97M-V/def2-TZVPD.

Each line ends with the Löwdin charge.
Positions of all 5 atoms, in Å:
N 0.21 -0.47 -0.49  0.04
O -0.73 0.24 -0.68  0.11
F 0.45 -1.47 0.41  0.06
F 1.85 0.81 0.26  -0.10
F -1.78 0.89 0.49  -0.11

Computed properties:
Spin multiplicity: 1
Net charge: 0
Orbital gap (spin up / spin down), eV: 10.13 / 8.12
Molecular weight, g/mol: 87.0
Energy, eV: -11679.43516
Max |F|, eV/Å: 4.7

=====

7.
This record from OMol25 describes F3NO4S2Xe as an isolated structure. The level of theory is ωB97M-V/def2-TZVPD.

Each line ends with the Löwdin charge.
Positions of all 11 atoms, in Å:
Xe -0.46 -0.72 0.20  1.72
F -1.18 -0.90 2.02  -0.75
N 0.37 -0.49 -1.83  -0.67
O -0.09 0.30 -4.19  -0.20
O 2.31 -1.04 -3.36  -0.20
S -0.47 0.48 -2.85  0.48
F 0.08 1.88 -2.41  -0.14
S 1.96 -0.84 -2.01  0.48
F 2.60 0.53 -1.59  -0.14
O 2.27 -1.75 -0.97  -0.28
O -1.81 0.44 -2.40  -0.28

Computed properties:
Spin multiplicity: 1
Net charge: 0
Orbital gap, eV: 10.29
Molecular weight, g/mol: 330.4
Energy, eV: -48460.35805
Max |F|, eV/Å: 0.1

=====

8.
This record from OMol25 describes a 2-piece molecular cluster, F4N2O2S overall in a non-equilibrium geometry. The level of theory is ωB97M-V/def2-TZVPD.

Each line ends with the Löwdin charge.
Positions of all 9 atoms, in Å:
N -1.77 -0.60 -0.07  -0.10
N 2.06 0.21 0.58  0.04
O -0.81 1.41 1.29  -0.29
O -0.40 1.40 -1.19  -0.32
F -1.49 -1.25 -1.31  -0.05
F -1.50 -1.56 0.82  -0.01
F 1.77 -1.08 0.28  -0.05
F 2.58 0.72 -0.52  0.00
S -0.44 0.77 0.13  0.78

Computed properties:
Spin multiplicity: 1
Net charge: 0
Orbital gap (spin up / spin down), eV: 8.47 / 8.81
Molecular weight, g/mol: 168.1
Energy, eV: -28769.73573
Max |F|, eV/Å: 5.6